Entry 1:
DFT (ωB97M-V/def2-TZVPD) results for a cluster of 15 separate species, H30O15 in total at a distorted geometry.

```
45
Properties=species:S:1:pos:R:3:forces:R:3
H 0.826828 -0.366610 -0.832917 0.2 -0.1 -0.2
H -0.379561 -0.061601 0.057808 1.9 1.2 -1.2
H 4.877731 -0.630091 -1.754702 0.0 -0.3 0.1
H 4.170666 0.637910 -1.232212 -1.2 0.4 0.8
H -3.294554 -0.321344 1.696522 0.3 -2.1 1.8
H -2.336195 -1.390189 2.402826 0.9 -0.2 -0.3
H 1.081457 -2.287301 2.225643 0.5 -0.2 0.4
H 2.277496 -3.368878 2.004197 -1.1 2.2 -0.3
H -4.555935 -0.808838 -2.085016 -3.8 -1.5 1.2
H -3.965707 0.247096 -3.002789 -0.7 0.5 -0.6
H -2.151112 1.429005 -2.237522 0.6 -1.0 0.3
H -1.178586 0.259231 -2.490906 1.5 -1.0 -2.1
H 0.418001 1.658856 4.195998 0.7 -1.3 0.3
H 0.061739 0.174910 4.191162 -0.2 -0.2 0.0
H -0.819243 -2.285798 -1.176419 1.6 1.0 2.0
H -1.219499 -2.070558 -2.627938 -0.1 -0.2 0.6
H -4.334901 3.120482 1.002667 -0.1 0.2 -0.2
H -3.997989 2.195874 -0.263794 0.0 0.3 3.2
H 1.288556 4.067629 0.206333 -1.5 -1.2 -1.3
H 0.663372 4.459435 -1.084885 -0.3 -0.2 -0.3
H -1.124716 1.671807 -0.453474 -1.0 0.8 1.7
H -1.641986 1.234250 0.908142 -0.3 -1.0 1.1
H 1.728317 -1.594421 -2.802612 -1.6 -0.4 -0.6
H 0.907632 -2.507770 -1.987508 -0.4 -0.9 0.4
H 2.361364 2.021377 0.295946 1.6 0.3 -0.4
H 3.016717 2.240875 -1.028973 0.4 0.4 0.6
H 4.017413 0.346076 0.479774 0.2 -1.0 0.4
H 3.727576 -0.971426 -0.230545 -0.4 -0.4 -0.1
H -0.756941 -2.571121 2.188363 0.0 2.0 2.0
H -0.110220 -3.668524 1.544715 -0.1 -0.4 -0.5
O 0.410888 0.389154 -0.409999 -1.1 -1.6 1.6
O 4.922787 0.316867 -1.675376 1.8 0.4 -2.2
O -3.228518 -1.092808 2.379947 -1.4 2.5 -1.6
O 1.873326 -2.480941 1.720222 1.1 -1.9 -0.1
O -3.795731 -0.453599 -2.397598 3.5 0.6 -0.9
O -1.690724 0.655012 -1.842503 -1.6 2.4 1.1
O 0.798565 0.756423 4.378236 -0.5 1.6 -0.3
O -1.424734 -2.544828 -1.809126 -2.5 -1.1 -2.0
O -4.043003 2.236993 0.770419 -1.0 -0.5 -2.6
O 0.641055 3.698339 -0.489459 1.9 1.5 1.4
O -1.662127 1.985070 0.352154 1.9 0.8 -2.4
O 0.797735 -1.977566 -2.770089 3.0 1.5 -0.2
O 3.273694 2.242240 -0.081864 -2.2 -0.9 -0.2
O 4.138317 -0.631512 0.555198 -0.2 0.9 1.0
O -0.956247 -3.206386 1.556352 -0.1 -1.7 -1.6
```
Forces are in eV/Å.

The calculation puts the HOMO energy at -9.944 eV. As for the LUMO energy: -0.48 eV. Its charge is 0. The relative energy (zero: lowest compared OMol25 entry of this formula, charge and spin) comes out at 609.5 kJ/mol. The calculation puts the calculated total energy at -1146.407919 Eh.

Entry 2:
DFT (ωB97M-V/def2-TZVPD) results for a cluster of 15 separate species, H30O15 in total at a distorted geometry.

```
45
Properties=species:S:1:pos:R:3:forces:R:3
O 4.247670 -0.131614 -0.970731 0.5 0.2 0.1
H 3.484268 -0.031501 -0.393176 0.0 -0.4 0.2
H 4.712567 -0.938334 -0.736134 -0.2 -0.1 0.2
O -0.242703 4.282289 -0.109598 0.1 0.9 -0.1
H -0.380280 3.729900 0.655515 0.4 -0.3 0.3
H -0.076013 3.719625 -0.861737 0.0 -0.3 -0.1
O -2.449701 -2.909567 1.675034 0.4 1.2 0.6
H -1.974023 -3.695293 1.455322 -0.1 -1.0 -0.3
H -3.395498 -2.983240 1.545622 0.0 -0.4 -0.2
O 2.236492 -1.979217 3.521420 -1.1 -1.2 1.0
H 2.150942 -1.886567 2.572294 0.7 0.3 -0.1
H 3.049647 -1.631009 3.873440 0.4 0.1 -0.6
O -0.112738 2.285517 2.537089 0.2 0.7 -1.0
H -0.695247 2.603645 3.228325 -0.1 -0.5 0.2
H -0.216075 1.337188 2.407734 -0.3 -0.2 0.8
O -4.075824 0.847298 -2.612728 -0.7 -0.8 -0.4
H -4.215152 0.793652 -1.664599 0.4 0.2 0.1
H -3.408644 1.486855 -2.831725 0.3 0.5 0.4
O 0.087714 0.489439 -1.365330 -0.1 -1.2 0.6
H 0.928668 0.954766 -1.319880 -0.2 0.5 -0.9
H -0.651619 0.967856 -1.732493 0.3 0.8 -0.2
O -2.376129 2.365432 -0.132956 -0.5 -0.3 1.6
H -1.752000 2.526300 0.590372 0.9 -0.1 -0.6
H -3.129180 2.407245 0.480856 -0.7 -0.1 -0.9
O 0.048545 -1.027011 0.963356 0.5 -2.7 -0.2
H 0.440888 -0.180014 0.860576 -0.5 1.2 -0.1
H -0.857568 -1.121277 1.263209 -0.3 0.9 -0.1
O 2.955084 -0.048978 1.987692 0.9 0.0 -1.6
H 3.702951 0.552305 1.923430 -0.1 0.2 0.2
H 2.414982 0.204848 2.715304 -0.7 0.5 1.0
O -3.041275 -0.696546 0.123124 0.5 0.5 -0.2
H -2.541232 0.132006 0.144150 -0.3 0.3 0.0
H -2.386570 -1.254068 -0.312774 -0.2 -0.4 0.0
O 2.619374 0.767508 -2.777864 1.0 0.1 0.3
H 3.402107 1.109222 -2.312287 -0.4 0.3 -0.3
H 2.947499 -0.154307 -2.888791 -0.6 0.5 -0.2
O 2.020832 -1.731639 -3.095316 -0.2 -0.2 0.2
H 1.488014 -1.116779 -2.568718 -0.1 -0.2 0.1
H 1.603432 -1.682563 -3.957673 0.0 -0.1 -0.3
O -0.135995 -0.499499 3.473637 -0.4 -0.3 0.6
H -0.073798 -1.335920 3.001255 0.2 0.2 -0.6
H -0.085859 -0.853337 4.365862 0.1 0.5 0.5
O -1.772955 -1.949561 -3.677396 0.7 -0.5 -1.3
H -1.292188 -1.482067 -3.003298 -0.4 0.2 0.7
H -2.684796 -2.139668 -3.481751 -0.2 0.4 0.7
```
Forces are in eV/Å.

The calculation puts the HOMO energy at -11.032 eV. As for the LUMO energy: -0.10 eV. Its charge is 0. The relative energy (zero: lowest compared OMol25 entry of this formula, charge and spin) comes out at 274.2 kJ/mol. The calculation puts the calculated total energy at -1146.535624 Eh.

Entry 3:
DFT (ωB97M-V/def2-TZVPD) results for a cluster of 15 separate species, H31O15 in total at a distorted geometry.

```
46
Properties=species:S:1:pos:R:3:forces:R:3
O -2.157740 -1.502715 3.114939 6.8 -2.0 -3.5
H -0.396692 3.552091 -2.093280 -1.3 5.4 4.1
H -1.604445 -0.988758 2.394524 -2.1 -1.6 2.5
O 1.550072 0.483737 0.370535 0.3 1.6 1.4
H 4.280223 2.368507 1.282560 -1.0 -0.4 -0.6
H 2.261136 -0.697620 -0.064664 0.1 -0.9 -0.8
O -2.717162 -2.535451 0.034005 2.1 -4.0 -0.9
H 0.868589 0.594421 4.106784 -1.7 -2.6 -2.9
H 1.213667 0.162258 -2.486139 0.4 -2.3 -1.0
O -0.714094 -1.947823 -1.549358 3.7 -2.0 -1.9
H -0.367605 -3.175388 1.695432 -1.3 -1.1 -1.4
H -2.142096 0.603339 0.395379 1.2 0.7 -1.1
O -0.254572 2.863622 -2.596998 2.6 -4.9 -5.4
H 0.134136 -2.516025 -1.416293 -3.5 1.9 0.1
H 3.393194 3.396381 0.675289 -0.7 0.5 -0.3
O -2.148176 3.585570 -1.074590 -1.1 1.3 1.9
H -3.393307 -2.955438 0.497423 -1.9 -1.1 1.3
H -2.957729 -1.688577 -0.054107 -1.6 5.3 -0.3
O 0.255596 0.120938 3.326428 1.5 4.5 3.1
H -2.538036 3.388399 -0.207096 -0.3 0.9 -0.1
H 1.294454 -3.226832 -1.510774 2.3 -2.0 -1.2
O -1.268773 0.428998 -1.332919 2.1 0.6 -0.6
H 0.750049 0.556730 0.979399 1.9 -0.2 -0.7
H 1.902906 -3.441026 -2.909851 0.1 0.1 -0.8
O -0.665583 -3.797319 0.965692 1.0 0.6 0.6
H -0.636576 2.084299 -2.235947 -0.3 -0.6 0.7
H 0.274639 4.138700 1.551994 -0.2 -0.4 -0.7
O -2.893713 0.161898 0.735832 -0.9 -1.0 -1.3
H -0.275256 0.071538 -1.296229 -3.6 0.7 -0.8
O 3.427980 2.449332 0.783782 1.8 -0.6 0.9
H 2.261009 1.217187 0.669228 -1.9 -1.3 -0.6
H -2.957261 0.412950 1.620065 -0.5 0.6 2.3
O 2.192389 -3.421806 -1.999963 -2.6 1.2 2.6
H -1.530858 -3.541375 0.555600 1.3 0.4 1.1
H -1.915191 2.709994 -1.266168 0.5 -2.0 -1.1
O 1.053779 3.602329 1.762801 -0.2 1.9 2.0
H -0.302228 0.963658 3.300139 0.4 -1.7 -0.4
H 1.295013 4.162696 2.568412 0.2 -1.4 -1.3
O 1.328999 -0.834008 -2.698748 0.0 2.4 -1.1
H -2.880514 -1.060953 3.338230 -4.8 3.2 1.3
H 3.347908 -0.693581 -1.250763 -0.7 -1.4 0.5
O 2.870116 -1.365869 -0.679688 -0.1 0.6 -0.6
H 2.408989 -2.200529 -1.376228 1.8 1.6 0.7
H -1.124667 -1.863458 -0.721400 -0.8 -0.5 1.9
H -1.689786 0.324032 -2.231881 1.1 -0.5 1.3
H 1.167202 -0.949041 -3.671369 0.1 0.6 1.3
```
Forces are in eV/Å.

The calculation puts the HOMO energy at -13.266 eV. As for the LUMO energy: -3.21 eV. Its charge is +1. The relative energy (zero: lowest compared OMol25 entry of this formula, charge and spin) comes out at 599.0 kJ/mol. The calculation puts the calculated total energy at -1146.774776 Eh.

Entry 4:
DFT (ωB97M-V/def2-TZVPD) results for a cluster of 16 separate species, H32O16 in total at a distorted geometry.

```
48
Properties=species:S:1:pos:R:3:forces:R:3
O -1.031813 -2.541500 -0.176771 -0.5 -1.0 0.3
H -1.577813 -3.334500 -0.338771 0.4 0.4 0.3
H -1.081813 -2.103500 -1.029771 0.2 0.4 -0.4
O -2.871813 -0.116500 1.222229 0.1 -0.6 0.8
H -3.810813 -0.016500 1.424229 0.3 0.0 0.3
H -2.456813 -0.653500 1.937229 -0.5 0.8 -0.6
O -0.712813 1.962500 1.885229 -0.2 -1.4 0.8
H -0.628813 2.838500 1.572229 0.2 1.6 -0.6
H 0.106187 1.819500 2.352229 0.5 -0.2 0.3
O 3.327187 1.145500 -1.310771 1.0 -1.2 -2.5
H 3.629187 0.349500 -1.823771 -0.2 1.5 0.1
H 3.147187 0.690500 -0.515771 -0.7 -0.2 2.2
O -2.326813 2.709500 -0.027771 -1.3 0.2 -0.2
H -1.530813 2.941500 -0.493771 0.5 -0.2 0.2
H -2.062813 2.041500 0.611229 0.1 -0.2 0.1
O 0.291187 0.243500 -0.326771 -0.1 0.4 0.6
H 0.557187 -0.530500 -0.830771 0.1 -0.3 0.0
H -0.020813 -0.006500 0.558229 0.0 0.1 -0.5
O 2.207187 2.760500 1.023229 -1.6 2.6 -0.7
H 1.567187 2.651500 0.287229 0.6 0.3 0.6
H 2.546187 1.925500 1.179229 1.1 -2.5 0.5
O 0.328187 3.089500 -0.956771 1.0 1.0 1.4
H -0.254813 3.698500 -1.365771 -0.4 0.9 -0.9
H 0.252187 2.239500 -1.346771 -0.3 -1.6 -1.0
O 0.223187 -1.429500 2.135229 0.0 1.3 -1.7
H -0.090813 -2.023500 1.455229 -0.7 -0.3 -1.0
H 0.404187 -1.976500 2.850229 0.9 -1.7 2.1
O -2.727813 -0.223500 -1.381771 -0.7 -0.7 -0.1
H -3.532813 -0.750500 -1.480771 0.2 0.2 -0.6
H -2.698813 -0.174500 -0.411771 0.5 0.3 0.4
O 2.867187 0.045500 1.326229 -0.6 1.1 0.1
H 3.528187 -0.598500 1.253229 1.9 -1.4 0.2
H 2.097187 -0.441500 1.064229 -1.2 -0.2 -0.1
O 1.594187 -1.705500 -1.895771 -0.2 -0.3 0.4
H 2.519187 -1.779500 -1.689771 0.8 0.0 0.1
H 1.597187 -1.403500 -2.798771 -0.3 0.2 -0.6
O -0.864813 1.151500 -2.704771 0.0 1.6 -0.8
H -1.228813 2.049500 -2.918771 0.3 -1.5 0.2
H -1.433813 0.801500 -2.005771 -0.3 0.2 0.1
O -0.972813 -0.089500 4.080229 -0.1 -0.4 1.1
H -0.520813 -0.649500 3.434229 -0.2 0.5 0.1
H -0.817813 -0.498500 4.955229 -0.1 0.4 -0.7
O 2.249187 -3.454500 0.540229 2.9 -0.5 -0.8
H 2.112187 -2.851500 -0.176771 -0.7 0.2 -0.4
H 1.505187 -3.466500 1.074229 -2.2 0.1 1.2
O -1.190813 -1.799500 -3.253771 0.2 -1.2 0.0
H -0.745813 -1.567500 -4.063771 0.2 0.0 -0.4
H -1.461813 -0.968500 -2.894771 -0.5 1.1 0.4
```
Forces are in eV/Å.

The calculation puts the HOMO energy at -9.835 eV. As for the LUMO energy: -0.31 eV. Its charge is 0. The relative energy (zero: lowest compared OMol25 entry of this formula, charge and spin) comes out at 509.2 kJ/mol. The calculation puts the calculated total energy at -1223.004822 Eh.

Entry 5:
DFT (ωB97M-V/def2-TZVPD) results for a cluster of 16 separate species, H32O16 in total at a distorted geometry.

```
48
Properties=species:S:1:pos:R:3:forces:R:3
O 1.396225 -0.917590 -3.872343 0.6 0.5 -0.6
H 0.753814 -1.334686 -3.302990 -0.6 -0.2 0.3
H 0.955912 -0.137846 -4.238912 0.0 -0.3 0.2
O -0.848544 0.888215 2.727245 -0.7 -2.3 0.4
H -0.184306 1.485176 2.455437 1.1 1.3 -0.4
H -0.545042 0.025865 2.351457 -0.4 0.9 0.5
O 0.440670 -1.681142 2.020525 0.3 0.0 -0.3
H 0.468407 -2.304394 1.258065 0.0 0.5 0.4
H -0.005596 -2.141008 2.721192 -0.3 -0.2 0.7
O -2.074743 -3.573443 0.543266 1.5 -1.5 1.0
H -2.255705 -2.626684 0.511060 -0.3 0.7 0.6
H -1.607941 -3.737606 1.415716 -1.2 0.5 -1.5
O -2.230233 1.959604 0.635903 -0.5 -0.5 0.1
H -1.764192 2.700462 0.222620 -0.3 0.3 -0.1
H -1.525811 1.489818 1.099892 -0.4 0.0 0.2
O 2.089852 0.425082 2.606325 0.2 0.2 0.2
H 1.622832 -0.415522 2.469944 -0.4 -0.1 -0.1
H 3.014188 0.200524 2.557629 0.5 -0.1 0.2
O 1.009888 2.692997 1.529777 0.3 0.9 0.8
H 1.585235 2.015833 1.914008 0.1 -0.6 0.0
H 1.015810 3.363158 2.246143 -0.2 -0.2 -0.8
O 1.989159 3.160054 -1.125940 -1.1 -0.4 -1.4
H 2.856732 3.487027 -1.128290 1.9 0.8 -0.1
H 1.782126 2.967130 -0.228339 -0.5 -0.2 1.5
O -0.206302 -0.005288 -0.381475 -1.6 0.2 0.8
H -0.360515 -0.840152 -0.851155 0.3 0.1 -0.5
H 0.711176 0.206225 -0.285860 1.2 -0.4 0.2
O -3.014321 -0.890875 -1.764467 -0.7 0.3 0.5
H -3.435438 -0.092874 -1.365061 0.6 -0.7 -0.5
H -3.387269 -1.638892 -1.270293 0.0 0.4 -0.2
O 2.539079 0.021409 -0.285494 -0.1 0.0 -0.5
H 3.021394 0.664141 0.226706 0.2 0.4 0.2
H 2.809350 -0.825043 0.060321 0.1 -0.4 0.1
O -0.158389 1.671127 -2.384234 -1.2 0.6 -0.4
H 0.651946 1.848561 -2.824940 1.2 0.3 -0.3
H -0.037822 0.905459 -1.826077 -0.1 -0.5 0.3
O -0.331186 -2.096730 -1.948652 -0.2 -0.2 -0.5
H -1.134717 -2.631398 -1.889594 0.1 0.2 -0.1
H 0.302771 -2.481745 -1.323042 -0.2 -0.2 -0.3
O -0.881589 3.733614 -0.692612 -0.3 -1.4 -0.6
H -0.373664 2.910545 -0.952086 -0.5 1.3 -0.4
H -0.265644 4.399515 -0.452669 1.0 0.7 0.2
O -2.467348 -1.001822 1.187855 0.6 -2.2 0.9
H -3.093761 -0.366816 0.938906 -1.4 1.7 -0.4
H -1.659405 -0.700774 0.790216 0.9 0.8 -0.5
O 0.836017 -3.245180 -0.003041 -0.2 1.3 0.3
H 0.281961 -3.994474 -0.072651 -1.3 -1.5 -0.1
H 1.714938 -3.539558 -0.019993 2.1 -0.8 0.0
```
Forces are in eV/Å.

The calculation puts the HOMO energy at -9.288 eV. As for the LUMO energy: -0.82 eV. Its charge is 0. The relative energy (zero: lowest compared OMol25 entry of this formula, charge and spin) comes out at 472.8 kJ/mol. The calculation puts the calculated total energy at -1223.018675 Eh.